{
  "formula": "C5H11NO2",
  "method": "ωB97M-V with the def2-TZVPD basis set",
  "smiles": "CC(N)=O.CCC=O",
  "orbital_gap_ev": 10.551,
  "homo_energy_ev": -9.58,
  "species": ["C", "C", "N", "O", "H", "H", "H", "H", "H", "O", "C", "C", "C", "H", "H", "H", "H", "H", "H"],
  "coordinates": [[-2.4608, -0.3017, -1.2714], [-1.8789, 0.5713, -0.1902], [-2.5177, 0.5131, 1.0093], [-0.9065, 1.2875, -0.3396], [-1.9457, -1.2559, -1.2432], [-2.2643, 0.1459, -2.2434], [-3.5403, -0.4098, -1.1814], [-3.2251, -0.1807, 1.1507], [-2.1311, 1.0217, 1.7784], [0.2274, -1.7354, -0.0619], [1.0650, -0.8972, -0.2628], [1.9485, -0.3360, 0.8345], [2.9811, 0.6337, 0.2410], [1.2222, -0.4577, -1.2658], [2.4636, -1.2138, 1.2382], [1.2861, 0.0886, 1.5867], [3.5380, 0.0559, -0.4976], [3.6861, 1.0217, 0.9707], [2.4523, 1.4490, -0.2522]]
}